Computed, not measured: C28H39N2O3 as an isolated structure, with ωB97M-V with the def2-TZVPD basis set.

Last column: natural (NBO) charge in e.
Positions of all 72 atoms, in Å:
C -5.0407 -0.1652 0.7512  -0.655
H -4.3685 0.4026 1.5320  0.203
C -4.7016 -1.4432 0.4178  -0.388
C -3.2633 -1.4700 -0.4617  -0.392
C -1.8871 -0.7845 0.2653  -0.414
C -1.4897 -1.8458 1.3716  -0.372
C -0.1647 -1.4000 1.9822  -0.323
C 0.1744 -1.9301 3.1437  -0.335
C 1.5305 -1.4652 3.6376  -0.395
C 2.7220 -1.9702 2.8558  -0.495
C 3.6970 -1.0412 2.7272  -0.047
H 4.6126 -1.2615 2.0380  0.238
H 4.4132 -0.7695 3.9311  0.167
O 3.3755 0.2844 2.4520  -0.473
C 3.1635 0.6568 1.1857  0.733
O 3.1876 -0.3954 0.2692  -0.616
C 2.8660 1.9656 1.0965  -0.305
N 1.4076 2.0181 0.5902  -0.342
C 0.7058 2.0137 -0.5890  0.549
N -0.5132 2.0294 -0.6524  -0.302
C -0.8331 2.5154 0.6176  0.085
C -2.1530 2.5338 1.1071  -0.185
C -2.2449 2.8627 2.5532  -0.100
C -1.0124 2.6892 3.3227  -0.210
C 0.1074 2.8474 2.7331  -0.164
C 0.2562 2.4134 1.5250  0.127
H 1.3100 2.5748 3.5200  0.191
H -1.2272 3.0718 4.4103  0.249
H -3.0249 3.0092 3.0208  0.184
H -2.9718 2.6790 0.6836  0.204
C -1.5100 2.1975 -1.7613  -0.397
H -0.8570 1.9807 -2.6781  0.271
H -2.2509 1.4171 -1.5053  0.250
H -1.7085 3.1648 -1.8150  0.216
C 1.7368 1.5615 -1.8392  -0.070
O 0.6967 0.7113 -2.7029  -0.521
C 1.5484 0.2575 -3.7085  0.319
C 2.8315 0.0911 -4.0696  -0.332
C 3.3831 -0.3670 -5.1838  -0.178
C 2.6008 -1.4239 -5.9540  -0.134
C 1.4214 -1.7198 -5.2960  -0.296
C 0.7712 -1.1457 -4.4884  0.062
C -0.5372 -1.2038 -4.0103  -0.645
H -0.5165 -1.3009 -2.8498  0.221
H -0.9996 -2.0134 -4.5340  0.226
H -1.2548 -0.3005 -4.0613  0.222
H 0.8787 -2.3562 -5.8142  0.211
H 3.2092 -1.8748 -6.4573  0.187
H 4.3397 -0.0265 -5.4746  0.218
H 3.4312 1.0405 -3.7387  0.169
H 1.9183 2.5428 -2.3557  0.218
H 2.5127 1.0873 -1.4926  0.218
H 2.7381 2.6763 2.0744  0.295
H 3.4261 2.3590 0.3390  0.259
H 3.0794 -3.0632 3.2555  0.268
H 2.2417 -2.2730 1.8066  0.230
H 1.7673 -1.8662 4.7072  0.213
H 1.5225 -0.5254 3.7034  0.182
H -0.6595 -2.0053 3.9824  0.240
H 0.2219 -3.3647 3.0789  0.140
H -0.4457 -0.1011 2.4028  0.095
H 0.4501 -1.2733 1.2855  0.186
H -1.4314 -2.7417 1.0851  0.195
H -2.2898 -1.9414 2.0338  0.201
H -1.1295 -0.9076 -0.4513  0.207
H -2.2089 0.0396 0.6250  0.187
H -3.3527 -0.9803 -1.3862  0.173
H -3.2017 -2.6511 -0.7929  0.206
H -5.2268 -2.0528 -0.3752  0.235
H -4.5217 -2.4850 1.2883  0.194
H -6.1356 -0.2434 1.2014  0.229
H -5.1219 0.4558 -0.1104  0.215

The calculation puts the gap between HOMO and LUMO at 7.10 eV. The HOMO energy is -10.24 eV. As for the spin multiplicity: 1. The calculation puts the electronic energy at -1424.384488 Eh. As for the charge: +1. As for the energy above the lowest of the compared OMol25 structures with the same formula, charge and spin: 2699.9 kJ/mol.


Computed, not measured: a 7-piece molecular cluster, C2H17NO5 overall, with ωB97M-V with the def2-TZVPD basis set.

Last column: natural (NBO) charge in e.
Positions of all 25 atoms, in Å:
C 0.6984 0.5226 1.2505  -0.669
C 1.6046 -0.1217 0.2860  -0.268
N 1.6966 -1.5035 0.6556  -0.580
H 0.7165 1.6529 1.3511  0.248
H 1.1476 0.2014 2.3573  0.222
H -0.4139 0.1783 1.1254  0.284
H 2.6616 0.3353 0.2116  0.242
H 1.1717 0.0621 -0.6804  0.269
H 2.2475 -2.0728 -0.0229  0.385
H 0.7033 -1.9171 0.6814  0.432
H -2.1611 -0.8190 3.4680  0.470
H -0.1385 1.6752 -1.1932  -0.015
O -1.9404 -0.6141 2.5487  -0.986
H 0.9055 4.4482 -1.2727  0.456
H 0.0775 3.2222 -1.1970  0.417
O 0.0099 4.3086 -1.1606  -0.869
H -1.9207 -1.2770 -0.5787  0.505
H -1.7814 0.2632 -0.9355  0.442
O -2.3340 -0.5116 -1.0497  -0.963
H -1.1839 -3.1208 0.5183  0.453
H -1.6094 -1.3490 2.0486  0.501
O -1.1667 -2.1381 0.5850  -0.986
H 0.1757 -1.0474 -3.4870  0.480
H 0.1044 0.1459 -2.5894  0.469
O 0.7291 -0.5236 -2.9204  -0.938

The calculation puts the gap between HOMO and LUMO at 3.83 eV. The HOMO energy is -9.61 eV. As for the spin multiplicity: 1. The calculation puts the electronic energy at -516.990492 Eh. As for the energy above the lowest of the compared OMol25 structures with the same formula, charge and spin: 1027.2 kJ/mol.


Computed, not measured: a 12-piece molecular cluster, C6H28O11 overall, with ωB97M-V with the def2-TZVPD basis set.

Last column: natural (NBO) charge in e.
Positions of all 45 atoms, in Å:
C -0.3037 0.5295 -0.1264  -0.262
C -0.6814 1.8668 -0.1214  -0.215
C -1.9866 2.2009 0.2053  -0.226
C -2.9085 1.2236 0.5572  -0.226
C -2.5279 -0.1154 0.5489  -0.225
C -1.2266 -0.4517 0.2089  -0.173
H 0.7080 0.2438 -0.3732  0.219
H 0.0474 2.6234 -0.3834  0.235
H -2.3125 3.2352 0.2223  0.215
H -3.9367 1.4883 0.7576  0.213
H -3.2347 -0.8774 0.8154  0.222
H -0.9399 -1.4949 0.2082  0.201
O -1.8637 -1.8663 2.8488  -0.978
H -2.0575 -2.4202 3.6153  0.479
H -1.0683 -2.2802 2.4307  0.510
O 1.8459 -2.2905 -0.5781  -1.015
H 1.2649 -2.4466 0.1996  0.493
H 1.3099 -1.8736 -1.3024  0.505
O 0.5966 -2.7267 1.8849  -1.002
H 1.0661 -1.9535 2.2927  0.517
H 1.0645 -3.5189 2.1752  0.491
O 3.2905 -0.3700 0.7056  -1.016
H 2.9252 -1.0958 0.1343  0.513
H 2.8250 -0.3734 1.5644  0.500
O 1.7207 -0.5846 2.9791  -1.017
H 2.2210 -0.4648 3.8143  0.495
H 0.8588 -0.0696 3.1223  0.524
O 3.0252 1.9405 -0.5213  -1.014
H 3.0683 1.0936 -0.0078  0.505
H 3.9352 2.2005 -0.6716  0.469
O -0.6458 0.5409 3.2535  -0.981
H -0.9178 1.0912 2.5071  0.498
H -1.1847 -0.2839 3.1798  0.512
O 1.3755 1.1951 -3.0975  -0.992
H 0.5729 1.7716 -3.1324  0.516
H 1.9012 1.4769 -2.3094  0.517
O 0.4320 -1.1524 -2.6596  -1.016
H 0.8741 -0.2393 -2.7951  0.514
H 0.7052 -1.6672 -3.4125  0.482
O -1.0608 2.4593 -2.9606  -0.993
H -1.5435 1.6189 -2.8004  0.519
H -1.3957 2.8950 -3.7668  0.481
O -2.1036 -0.0474 -2.8963  -0.992
H -2.4730 -0.5265 -3.6667  0.481
H -1.2612 -0.5044 -2.6484  0.515

The calculation puts the gap between HOMO and LUMO at 9.40 eV. The HOMO energy is -9.12 eV. As for the spin multiplicity: 1. The calculation puts the electronic energy at -1073.138857 Eh. The SMILES is c1ccccc1.O.O.O.O.O.O.O.O.O.O.O. As for the energy above the lowest of the compared OMol25 structures with the same formula, charge and spin: 0.0 kJ/mol.


Computed, not measured: C22H22O3STl as an isolated structure, with ωB97M-V with the def2-TZVPD basis set.

Last column: Löwdin charge in e.
Positions of all 49 atoms, in Å:
Tl -1.3407 1.2981 1.6367  0.702
O 0.4216 0.2360 0.1193  -0.600
S 1.0129 0.4969 1.4756  0.658
C 2.7457 -0.0196 1.3516  -0.365
C 3.6958 0.5470 2.2101  -0.093
C 5.0362 0.1657 2.1236  -0.101
C 5.4337 -0.7776 1.1766  -0.111
C 4.4946 -1.3368 0.3112  -0.094
C 3.1544 -0.9558 0.3945  -0.071
C 0.5346 -0.9262 2.4961  -0.429
C -0.1459 -2.0145 1.9368  -0.090
C -0.5217 -3.0970 2.7343  -0.085
C -0.2265 -3.0949 4.0966  -0.104
C 0.4398 -2.0100 4.6643  -0.090
C 0.8157 -0.9256 3.8686  -0.083
H 3.4026 1.2898 2.9474  0.101
H 5.7720 0.6064 2.7916  0.094
H 6.4776 -1.0736 1.1085  0.092
H 4.8046 -2.0671 -0.4320  0.095
H 2.4293 -1.3908 -0.2901  0.106
H -0.3870 -2.0248 0.8758  0.109
H -1.0467 -3.9394 2.2912  0.099
H -0.5198 -3.9386 4.7165  0.093
H 0.6649 -2.0082 5.7280  0.097
H 1.3285 -0.0856 4.3290  0.109
C -1.9845 -1.1895 -4.6629  -0.074
C -1.9980 -0.0955 -3.6344  -0.288
C -2.9742 -0.0622 -2.6370  -0.017
C -2.9944 0.9624 -1.6761  -0.196
C -4.1393 0.9756 -0.6886  -0.051
C -1.9986 1.9829 -1.7084  -0.060
C -1.0147 1.9474 -2.7412  -0.188
C 0.0999 2.9578 -2.8831  -0.047
C -1.0307 0.9074 -3.6823  -0.022
C -2.0281 3.0997 -0.7147  -0.574
O -1.9437 4.2517 -1.1091  0.037
O -2.1303 2.8902 0.6195  -0.308
H -2.8131 -1.9121 -4.5040  0.074
H -1.0227 -1.7415 -4.6086  0.082
H -2.0938 -0.7495 -5.6767  0.080
H -3.7354 -0.8334 -2.6200  0.103
H -4.8455 0.1363 -0.8640  0.079
H -4.7087 1.9223 -0.7976  0.099
H -3.7961 0.8814 0.3518  0.035
H 0.1253 3.7269 -2.0920  0.075
H 0.0147 3.4696 -3.8650  0.087
H 1.0767 2.4308 -2.8400  0.085
H -0.2771 0.8765 -4.4616  0.115
H -2.2639 0.2109 2.8344  -0.168

The calculation puts the gap between HOMO and LUMO at 4.62 eV. The HOMO energy is -1.90 eV. As for the spin multiplicity: 1. The calculation puts the electronic energy at -1647.830810 Eh. As for the charge: -1. As for the energy above the lowest of the compared OMol25 structures with the same formula, charge and spin: 75.6 kJ/mol.


Computed, not measured: a 2-piece molecular cluster, C5H6N2 overall, with ωB97M-V with the def2-TZVPD basis set.

Last column: natural (NBO) charge in e.
Positions of all 13 atoms, in Å:
N -1.7073 -1.5423 -1.4990  -0.315
C -0.7543 -0.8865 -1.4416  0.262
C 0.4483 -0.0719 -1.5469  -0.268
C 0.8965 0.8898 -0.5759  0.095
N 1.5980 -0.1597 -0.5716  -0.313
H 0.7407 0.1016 -2.5741  0.222
H 0.9764 1.9466 -0.3861  0.231
C -0.2878 0.6206 1.3938  -0.452
C -0.4388 -0.7092 1.3468  -0.305
H 0.6770 1.0785 1.5253  0.218
H -1.1328 1.2812 1.5411  0.207
H -1.2734 -1.1545 1.8580  0.206
H 0.2329 -1.4061 0.8441  0.213

The calculation puts the gap between HOMO and LUMO at 9.62 eV. The HOMO energy is -9.57 eV. As for the spin multiplicity: 1. The calculation puts the electronic energy at -303.460465 Eh. The SMILES is N#C[C@H]1C=N1.C=C. As for the energy above the lowest of the compared OMol25 structures with the same formula, charge and spin: 461.1 kJ/mol.


Computed, not measured: an isolated ion of composition C5H10N and charge +1, with ωB97M-V with the def2-TZVPD basis set.

Last column: natural (NBO) charge in e.
Positions of all 16 atoms, in Å:
C 0.0244 2.7195 -1.6978  0.104
N -0.0858 1.9825 -0.6607  -0.409
C -0.5035 0.5846 -0.7099  -0.095
C -0.5092 -0.1381 0.4358  -0.090
C -0.2140 -1.6071 0.3341  -0.452
C 0.7223 -1.9643 1.5178  -0.587
H -0.5936 2.4963 -2.5579  0.225
H 0.7486 3.5237 -1.7109  0.236
H 0.5817 2.0286 0.1057  0.448
H -0.8778 0.2075 -1.6531  0.241
H -1.1821 0.2172 1.2219  0.249
H -1.1062 -2.1871 0.5649  0.245
H 0.2239 -1.7307 -0.6532  0.218
H 1.0518 -2.9989 1.5016  0.242
H 0.1319 -1.8269 2.4217  0.216
H 1.5876 -1.3068 1.5401  0.208

The calculation puts the gap between HOMO and LUMO at 8.18 eV. The HOMO energy is -13.78 eV. As for the spin multiplicity: 1. The calculation puts the electronic energy at -250.911856 Eh. The SMILES is C=[NH+]/C=C/CC. As for the charge: +1. As for the energy above the lowest of the compared OMol25 structures with the same formula, charge and spin: 245.3 kJ/mol.


Computed, not measured: a 5-piece molecular cluster, C24H44N3O9S4 overall, with ωB97M-V with the def2-TZVPD basis set.

Last column: Löwdin charge in e.
Positions of all 84 atoms, in Å:
C 4.6419 -4.0400 3.7834  -0.060
N 5.2412 -2.8459 3.1764  -0.146
C 5.2988 -1.6953 4.0897  -0.048
C 4.7141 -2.5674 1.8932  -0.431
O 5.2029 -3.0239 0.9111  0.172
C 3.4597 -1.7047 1.7187  -0.013
N 2.3056 -2.2606 2.4618  -0.070
C 1.7943 -1.5402 3.4546  0.025
C 0.7282 -2.0860 4.1763  0.050
C 0.3057 -3.3333 3.7868  0.034
C 0.9022 -3.9796 2.7010  -0.022
N 1.9074 -3.4410 2.0346  0.180
H 3.6386 -3.8678 4.1879  0.071
H 5.2895 -4.3625 4.5941  0.095
H 4.6399 -4.8532 3.0639  0.099
H 4.6565 -0.8637 3.8012  0.065
H 5.0052 -2.0061 5.0898  0.090
H 6.3199 -1.3270 4.1484  0.094
H 3.6284 -0.6830 2.0396  0.126
H 3.1898 -1.6465 0.6741  0.110
H 2.1996 -0.5693 3.6778  0.149
H 0.2990 -1.5448 5.0033  0.136
H -0.5002 -3.8323 4.3026  0.088
H 0.5549 -4.9481 2.3780  0.135
C 0.5020 -1.1968 -2.4828  -0.203
C 0.3731 0.3098 -2.7282  -0.201
C -0.3681 0.9048 -1.5240  -0.208
S 0.0021 -0.1561 -0.1231  0.662
O -1.2083 -0.8049 0.3170  -0.325
O 0.8594 0.5251 0.8287  -0.352
C 0.9787 -1.3468 -1.0429  -0.245
H 1.1943 -1.6627 -3.1811  0.124
H -0.4712 -1.6775 -2.6023  0.124
H 1.3666 0.7549 -2.8073  0.127
H -0.1500 0.5214 -3.6571  0.079
H -0.0376 1.9147 -1.2932  0.105
H -1.4472 0.8915 -1.6660  0.106
H 0.8177 -2.3424 -0.6315  0.100
H 2.0255 -1.0603 -0.9466  0.091
C -4.0375 -7.5423 5.2517  -0.214
C -3.7287 -7.6248 6.7525  -0.205
C -2.2565 -7.2349 6.9406  -0.212
S -1.8601 -6.1244 5.5877  0.665
O -0.8725 -6.7430 4.7333  -0.330
O -1.6514 -4.7820 6.0885  -0.345
C -3.4539 -6.2141 4.7800  -0.229
H -5.1060 -7.5981 5.0539  0.120
H -3.5543 -8.3689 4.7268  0.122
H -4.3672 -6.9258 7.2954  0.120
H -3.9210 -8.6192 7.1501  0.119
H -2.0819 -6.7174 7.8804  0.106
H -1.5956 -8.0959 6.8620  0.109
H -3.3171 -6.1544 3.7025  0.108
H -4.0482 -5.3713 5.1319  0.111
C -2.5458 4.1955 -5.7506  -0.213
C -3.2489 3.0343 -5.0356  -0.208
C -2.8282 1.7394 -5.7394  -0.219
S -1.1991 2.0615 -6.4305  0.679
O -1.2884 2.0071 -7.8662  -0.310
O -0.2118 1.2751 -5.7201  -0.347
C -1.0886 3.7718 -5.9137  -0.242
H -2.6256 5.1210 -5.1905  0.089
H -2.9999 4.3547 -6.7310  0.127
H -2.9327 3.0085 -3.9896  0.111
H -4.3319 3.1483 -5.0466  0.115
H -2.7624 0.8944 -5.0577  0.095
H -3.4913 1.4939 -6.5663  0.105
H -0.5478 4.3422 -6.6632  0.112
H -0.5560 3.7969 -4.9696  0.083
C 0.5412 9.6093 -3.8579  -0.216
C 0.1428 9.0337 -2.4921  -0.211
C -0.9957 8.0332 -2.7315  -0.216
S -0.7616 7.4014 -4.3983  0.676
O -1.8741 7.8142 -5.2138  -0.309
O -0.3686 6.0106 -4.3445  -0.333
C 0.6578 8.4130 -4.7973  -0.225
H 1.4753 10.1654 -3.8063  0.118
H -0.2357 10.2882 -4.2150  0.122
H 0.9985 8.5199 -2.0499  0.117
H -0.1637 9.8145 -1.7985  0.115
H -0.9695 7.1998 -2.0342  0.101
H -1.9716 8.5134 -2.6978  0.106
H 0.6248 8.6777 -5.8515  0.111
H 1.5505 7.8251 -4.5856  0.109

The calculation puts the gap between HOMO and LUMO at 7.38 eV. The HOMO energy is -11.57 eV. As for the spin multiplicity: 1. The calculation puts the electronic energy at -3374.755883 Eh. As for the charge: +1.